[1]
Here is the ion C3H4FO2Si with charge -1 at a distorted geometry from OMol25. Energies are from ωB97M-V/def2-TZVPD.

XYZ file:
```
11
Properties=species:S:1:pos:R:3:nbo_charge:R:1
C 0.30572 -1.77408 -0.11264 -0.349
C -0.26230 -0.49805 0.10238 -0.516
C -1.62072 0.07920 0.04469 0.706
O -2.69855 -0.46487 0.06425 -0.684
O -1.42859 1.33000 0.04205 -0.748
F 2.32298 0.71605 0.00305 -0.711
Si 0.66898 1.14604 0.04712 1.428
H 1.36757 -2.11393 0.07277 0.194
H -0.29919 -2.60939 -0.07285 0.169
H 0.73419 2.04476 -1.31472 -0.249
H 0.90991 2.14427 1.12390 -0.240
```

Properties
**Net charge**: -1
**E_LUMO**: 4.10 eV
**Frontier orbital gap**: 9.323 eV
**Energy relative to the best compared isomer or geometry (same formula, charge and spin)**: 4.7 kcal/mol
**Largest force on an atom**: 0.1104 Eh/bohr

[2]
Here is an isolated molecule of C7H11N3O3 at a distorted geometry from OMol25. Energies are from ωB97M-V/def2-TZVPD.

XYZ file:
```
24
Properties=species:S:1:pos:R:3:nbo_charge:R:1
C -1.81272 1.46268 0.89010 -0.647
C -0.56796 0.63111 1.27285 0.311
C -0.64466 -0.09739 2.61372 -0.641
N 0.60207 1.50230 1.17599 -0.069
N 1.14244 1.32776 0.08331 -0.172
C 0.54248 0.26036 -0.72508 0.720
O -0.12601 0.67468 -1.87740 -0.504
C 0.41917 0.08208 -3.04286 -0.067
C 1.37420 -1.02011 -2.52055 -0.251
N 1.62333 -0.70264 -1.18643 -0.453
C 2.75379 -0.80583 -0.46509 0.540
O 3.74045 -1.38347 -0.81043 -0.584
O -0.36320 -0.35723 0.24232 -0.531
H -1.74660 2.52293 1.10289 0.229
H -2.54123 1.11603 1.61687 0.217
H -2.22345 1.35411 -0.17140 0.248
H -1.66258 -0.13640 3.06852 0.219
H -0.00412 0.50514 3.34476 0.237
H -0.40180 -1.09517 2.35163 0.246
H 1.04931 0.84502 -3.50453 0.186
H -0.44034 -0.28709 -3.69965 0.205
H 0.92116 -2.03908 -2.83815 0.191
H 2.30771 -1.15168 -2.98589 0.233
H 2.77760 -0.21352 0.42548 0.135
```

Properties
**Net charge**: 0
**E_LUMO**: 0.22 eV
**Frontier orbital gap**: 10.089 eV
**Energy relative to the best compared isomer or geometry (same formula, charge and spin)**: 70.8 kcal/mol
**SMILES string**: CC1(C)N=N[C@]2(OCCN2C=O)O1
**Largest force on an atom**: 0.0877 Eh/bohr

[3]
Here is a structure of composition C17H29ClNO2P2Pb at a distorted geometry from OMol25. Energies are from ωB97M-V/def2-TZVPD.

XYZ file:
```
53
Properties=species:S:1:pos:R:3:nbo_charge:R:1
C -4.39559 -0.53651 -1.17381 -0.242
C -2.99336 -0.57057 -1.07866 0.245
N -2.37623 -0.17775 0.04449 -0.495
C -3.07835 0.27287 1.09009 0.233
C -4.48050 0.24727 1.09361 -0.242
C -5.14596 -0.14930 -0.06216 -0.137
C -2.20099 -1.04046 -2.27938 -0.814
P -0.49732 -1.62648 -1.91855 1.049
Pb 0.67408 -0.14685 0.13203 1.067
P -0.65159 1.42659 2.04332 0.999
C -2.37319 0.84882 2.31501 -0.759
C 3.03719 0.19775 -0.09543 -0.251
C 3.83298 -0.92885 -0.02941 -0.201
C 5.22804 -0.79364 -0.23319 -0.211
C 5.77256 0.47644 -0.46966 -0.202
C 4.94516 1.61094 -0.52189 -0.192
C 3.54400 1.46062 -0.32897 -0.288
O -1.59475 1.00330 -4.12513 -0.973
O 0.84967 1.61375 -3.13718 -1.008
H -4.86320 -0.83509 -2.10949 0.230
H -5.01383 0.57142 1.98362 0.230
H -6.23222 -0.14993 -0.10595 0.237
C -0.71776 -3.42619 -1.69352 -0.938
C 0.48725 -1.61137 -3.45406 -0.952
H -2.92186 1.73607 2.66855 0.252
H -2.34138 0.09577 3.12336 0.276
H -2.12324 -0.21955 -3.05584 0.345
H -2.69997 -1.91042 -2.73207 0.253
C 0.27442 1.30750 3.61750 -0.943
C -0.89408 3.22334 1.94915 -0.943
H 3.39774 -1.91127 0.17350 0.217
H 5.88666 -1.66483 -0.21023 0.230
H 6.85207 0.58917 -0.61843 0.231
H 5.38507 2.60033 -0.71217 0.231
H 2.87926 2.33439 -0.37266 0.225
H 0.76452 1.62777 -2.12398 0.480
H 1.78881 1.78443 -3.33559 0.499
H -0.73324 1.39423 -3.82422 0.515
H -2.25244 1.71324 -4.15439 0.485
H 0.43069 1.48902 -0.79237 -0.310
H -1.06945 -3.84384 -2.64546 0.248
H 0.24476 -3.88057 -1.41658 0.258
H -1.44859 -3.61254 -0.89724 0.261
H -0.03131 -2.20765 -4.21452 0.252
H 0.64626 -0.58131 -3.79907 0.283
H 1.46850 -2.06368 -3.24573 0.255
H -1.29722 3.54147 2.91558 0.245
H 0.07501 3.69772 1.75377 0.254
H -1.59591 3.44453 1.13925 0.252
H -0.23405 1.92334 4.36771 0.239
H 0.34642 0.25995 3.93237 0.271
H 1.28821 1.69853 3.44044 0.255
Cl 0.38761 -1.91315 1.92016 -0.500
```

Properties
**Net charge**: +1
**E_LUMO**: -4.19 eV
**Frontier orbital gap**: 7.329 eV
**Largest force on an atom**: 0.0303 Eh/bohr

[4]
Here is a structure of composition C18H49Fe2NO16 at a distorted geometry from OMol25. Energies are from ωB97M-V/def2-TZVPD.

XYZ file:
```
86
Properties=species:S:1:pos:R:3:mulliken_charge:R:1
Fe 12.15553 12.53956 16.05116 0.845
Fe 9.15555 10.98191 8.85288 0.913
C 11.56510 12.64774 11.96596 -1.595
C 11.52166 12.53795 13.33684 0.978
C 10.47590 11.75665 14.05040 1.304
O 10.74909 11.45735 15.27190 -0.940
C 9.44132 11.24520 13.36126 -1.134
C 9.46583 11.23947 11.89301 0.996
C 10.60741 11.98004 11.19093 1.172
O 10.44360 12.22162 9.94296 -0.944
O 8.55538 10.86320 11.15200 -0.753
O 12.30696 13.08250 14.22501 -0.786
H 12.28413 13.32927 11.54446 0.529
H 8.83049 10.40116 13.77105 0.199
O 7.47918 9.77412 8.34876 -0.505
H 7.20335 9.11901 9.07181 0.494
H 7.27537 9.45317 7.44556 0.331
O 9.37897 11.65655 6.99715 -0.505
H 10.30027 11.76675 6.62680 0.408
H 8.86217 12.43167 6.69476 0.326
O 14.75673 12.50611 15.02829 -0.517
H 15.23249 11.65802 15.09641 0.309
H 14.81278 12.76471 14.11788 0.272
O 10.24962 9.39724 8.58031 -0.428
H 11.02479 9.34786 9.15779 0.285
H 9.71451 8.60251 8.78844 0.374
C 12.62560 12.24519 4.96947 -0.825
O 11.98387 12.23579 6.32924 -0.545
C 12.70360 11.43030 7.27434 0.795
C 14.03535 12.00650 7.55829 -1.208
N 14.56968 11.45398 8.77726 -0.044
C 15.05068 12.48226 9.67156 -0.906
C 16.38405 13.16516 9.24215 -0.621
O 17.50800 12.24262 9.15374 -0.376
C 18.37998 12.25173 8.04996 -0.631
H 12.80129 11.19147 4.62641 0.355
H 13.60380 12.76292 4.85228 0.287
H 11.91509 12.69807 4.28656 0.311
H 12.69525 10.36061 6.89740 0.302
H 12.09288 11.47961 8.21488 -0.578
H 13.80168 13.07806 7.73985 0.496
H 14.70181 12.05586 6.68008 0.282
H 15.29478 10.77752 8.61457 0.500
H 15.33213 11.96530 10.58194 0.455
H 14.26392 13.27972 9.83658 0.316
H 16.65912 13.90399 10.02473 0.307
H 16.42179 13.57773 8.24377 0.410
H 18.92451 13.19884 7.78936 0.282
H 17.75259 12.02832 7.16282 0.259
H 19.09401 11.45566 8.14857 0.261
C 8.30290 7.79996 15.34935 -0.712
O 8.16656 7.45051 13.99347 -0.395
H 7.33107 8.15248 15.73106 0.324
H 8.49931 6.96874 16.02614 0.352
H 8.98607 8.54999 15.56128 0.186
H 7.81578 6.54444 14.01147 0.266
C 12.93792 11.83063 18.92737 -0.593
O 13.60319 12.24816 17.74100 -0.392
H 13.57136 11.13788 19.51464 0.326
H 12.53615 12.65871 19.44926 0.311
H 12.07890 11.20553 18.61893 0.232
H 14.43777 12.62548 17.92653 0.263
C 5.13211 7.81811 9.64291 -0.782
O 6.15269 8.53641 10.35330 -0.536
H 5.54982 7.41979 8.73210 0.274
H 4.73919 7.06045 10.28544 0.386
H 4.29121 8.44747 9.33784 0.271
H 5.99040 8.45097 11.30075 0.303
C 13.46829 8.10472 9.87929 -0.635
O 13.09464 9.33031 9.28288 -0.365
H 14.29110 7.70969 9.30737 0.329
H 13.70120 8.13928 10.92623 0.310
H 12.61536 7.36408 9.74034 0.077
H 13.74356 10.02538 9.30251 0.524
C 9.51745 6.41340 10.80819 -0.721
O 9.27918 7.82885 10.76924 -0.160
H 9.86985 6.02348 11.84429 0.244
H 8.59438 5.85685 10.57830 0.318
H 10.33602 6.20453 10.10904 0.248
H 8.78771 8.03724 11.54882 0.087
C 10.41944 14.96406 17.80746 -0.689
O 11.15937 14.54572 16.64132 -0.296
H 11.07766 14.99685 18.68637 0.271
H 10.06737 16.00870 17.60568 0.304
H 9.46164 14.37568 17.98979 0.260
H 10.99728 15.23616 15.92645 0.303
```

Properties
**Net charge**: +2
**Multiplicity**: 9
**E_LUMO (spin up / spin down)**: -5.79 / -5.97 eV
**Frontier orbital gap (spin up / spin down)**: 7.366 / 7.190 eV
**Energy relative to the best compared isomer or geometry (same formula, charge and spin)**: 0.0 kcal/mol
**Largest force on an atom**: 0.0687 Eh/bohr